*w*
15
Properties=species:S:1:pos:R:3:nbo_charge:R:1 method="wB97M-V/def2-TZVPD" gap_ev=9.615 charge=+1
N -1.113 1.488 1.090 -0.643
O -1.059 -0.703 -0.846 -0.590
C -1.005 2.808 -1.007 -0.121
S -2.174 2.352 0.104 0.721
H -1.330 0.887 1.803 0.443
C -1.561 -1.650 -1.443 0.321
C 1.064 0.352 0.907 -0.700
H -0.845 -2.217 -2.052 0.120
H -2.594 -2.001 -1.618 0.153
H 1.580 0.547 1.839 0.277
C 0.096 1.382 0.430 0.563
H 0.713 -0.606 1.007 0.275
H 1.892 0.206 0.246 0.264
H 0.848 2.245 -1.315 0.467
N 0.076 2.080 -0.657 -0.550



*x*
15
Properties=species:S:1:pos:R:3:nbo_charge:R:1 method="wB97M-V/def2-TZVPD" gap_ev=8.232 charge=+1
C -1.628 -0.502 1.780 -0.004
C 0.249 0.846 1.728 -0.479
N 0.678 -0.118 -2.441 -0.707
H -2.504 -1.069 1.240 0.220
C 0.948 -0.401 -0.917 0.136
H -0.148 -0.673 -2.776 0.463
N -1.748 -0.044 2.968 -0.544
H 0.420 0.959 -2.473 0.461
S -0.553 1.018 3.291 0.684
H 1.252 -1.420 -0.922 0.218
H 1.545 0.396 -0.524 0.218
H 1.358 -0.206 -3.116 0.440
C -0.489 -0.037 1.007 0.170
O -0.351 -0.266 -0.301 -0.507
H 0.973 1.517 1.458 0.230



Which of them is the most stable? Correct choice: *x*.



*w*
51
Properties=species:S:1:pos:R:3:nbo_charge:R:1 method="wB97M-V/def2-TZVPD" gap_ev=8.475
H 3.161 -4.019 -0.070 0.229
H 5.139 -2.881 -1.036 0.217
O -4.974 -0.492 1.372 -0.531
N -0.421 0.010 -1.987 -0.518
C 0.288 -1.026 -1.493 0.151
H 0.367 1.391 3.630 0.209
H -4.154 -1.812 -0.562 0.264
C 2.199 1.327 2.523 -0.040
H 4.915 -0.789 -2.279 0.217
H 3.564 1.771 4.102 0.219
C -4.008 0.055 0.521 -0.071
C -3.764 -0.807 -0.744 -0.275
O 0.628 -2.962 -0.356 -0.409
N -2.353 -0.950 -1.040 -0.421
H -4.007 -2.327 1.633 0.198
C 1.687 -1.302 -1.530 -0.158
C 2.012 1.944 0.193 -0.266
C 0.835 1.543 2.667 -0.188
C -1.182 2.403 -2.923 -0.611
C 0.075 2.396 -2.047 0.719
C 3.065 -3.097 -0.620 -0.278
C 3.043 0.907 3.688 -0.624
S -2.567 1.445 -2.236 0.247
C -4.492 -1.530 2.203 -0.266
H -1.173 2.563 -0.465 0.398
C -1.702 -2.097 -0.503 0.600
H 2.678 0.258 -2.616 0.244
H -3.776 -1.135 2.934 0.164
C 2.769 1.533 1.273 -0.180
H 2.432 0.471 4.475 0.214
H -0.921 2.000 -3.900 0.260
C -1.683 0.016 -1.719 0.329
C 4.029 -1.255 -1.876 -0.233
H 2.468 2.101 -0.769 0.252
C 1.824 -2.508 -0.809 0.376
C 4.157 -2.450 -1.164 -0.185
H 3.829 1.371 1.139 0.210
H -4.271 -0.378 -1.610 0.219
O -2.341 -2.936 0.096 -0.605
C 0.062 1.940 1.594 -0.270
H -1.001 2.095 1.721 0.204
C 0.645 2.143 0.346 0.219
H -4.383 1.041 0.236 0.197
H 3.793 0.182 3.379 0.217
H -3.053 0.180 1.056 0.165
C 2.800 -0.665 -2.071 -0.159
O 1.171 2.397 -2.552 -0.612
C -0.296 -2.058 -0.772 0.157
H -1.563 3.419 -3.037 0.252
N -0.194 2.501 -0.718 -0.643
H -5.360 -1.928 2.724 0.194



*x*
51
Properties=species:S:1:pos:R:3:nbo_charge:R:1 method="wB97M-V/def2-TZVPD" gap_ev=8.673
H 1.349 6.178 6.682 0.213
H -0.685 0.828 1.598 0.237
C 2.364 1.013 0.073 -0.199
C -1.201 0.143 -2.391 0.554
O -2.700 -5.867 -3.541 -0.495
O 1.655 0.386 3.342 -0.617
C -0.030 4.699 5.894 -0.442
C -1.323 -3.831 -3.924 0.302
H -4.405 -1.870 -2.623 0.211
H 1.892 3.409 1.020 0.228
C -3.574 -3.784 -3.071 -0.233
C -0.272 0.565 -0.503 0.290
H 1.331 -3.299 -3.883 0.181
H -0.998 5.011 6.229 0.241
C 1.395 1.057 1.084 -0.129
C -2.406 -1.725 -3.385 -0.024
H 2.782 0.706 -2.016 0.227
H 3.520 3.754 1.641 0.195
C -2.487 -4.522 -3.530 0.243
H -0.814 -6.693 -3.256 0.181
C 0.928 -3.868 -4.726 -0.251
C 0.695 0.528 -1.529 0.067
N 0.044 0.255 -2.709 -0.480
C -3.543 -2.405 -2.990 -0.212
H -3.243 0.201 -2.932 0.237
S 0.152 3.281 4.937 0.400
H 1.639 -4.642 -5.012 0.199
H -0.434 -1.891 -4.132 0.234
H -2.134 -7.761 -3.792 0.187
C -1.685 -6.774 -3.909 -0.240
C 2.477 3.581 1.919 -0.413
H -4.451 -4.335 -2.773 0.226
C 2.804 2.689 4.176 -0.283
C 1.876 3.597 4.906 0.062
H -1.374 -6.637 -4.946 0.182
C 0.055 0.817 0.814 -0.227
H -2.090 0.193 -4.297 0.247
O -0.248 -4.556 -4.374 -0.522
N 2.230 4.652 5.546 -0.437
H 2.103 4.478 2.419 0.208
C -2.310 -0.217 -3.310 -0.481
C 1.176 5.282 6.114 -0.058
H 3.805 3.132 4.183 0.224
H 2.829 1.711 4.669 0.267
H 3.397 1.180 0.340 0.218
N 2.372 2.454 2.813 -0.426
O -1.478 0.318 -1.075 -0.424
C 1.806 1.260 2.509 0.673
C 2.035 0.746 -1.240 -0.210
C -1.312 -2.446 -3.845 -0.307
H 0.764 -3.196 -5.574 0.177



Which of them is the most stable? Correct choice: *w*.



*w*
11
Properties=species:S:1:pos:R:3:nbo_charge:R:1 method="wB97M-V/def2-TZVPD" gap_ev=7.890 charge=-1
H 0.059 -0.813 -0.321 0.512
P 1.668 0.149 0.401 1.493
S -2.314 0.165 0.152 1.445
O 3.092 0.253 -0.270 -0.989
H -2.675 1.096 1.691 -0.266
H 2.684 0.666 -1.031 0.476
O -1.540 -1.064 0.370 -1.030
O 1.084 1.649 -0.091 -1.054
H 0.132 1.611 -0.089 0.514
O 0.983 -0.804 -0.685 -1.044
O -1.502 1.206 -0.489 -1.057



*x*
11
Properties=species:S:1:pos:R:3:nbo_charge:R:1 method="wB97M-V/def2-TZVPD" gap_ev="6.709 / 6.705" charge=-1
O 0.877 -0.107 -1.210 -1.107
O 2.187 1.903 -0.411 -1.000
O 1.343 0.251 1.174 -1.037
O -3.145 0.017 1.381 -0.890
O -3.266 -0.744 -1.027 -0.891
H -0.395 -1.922 0.455 -0.705
P 0.789 1.114 -0.198 1.534
H 0.460 -0.963 -0.901 0.537
S -2.447 -0.117 0.057 1.577
H 2.768 1.062 -0.601 0.482
H 0.829 -0.495 1.281 0.500



Which of them is the most stable? Correct choice: *w*.



*w*
21
Properties=species:S:1:pos:R:3:mulliken_spin:R:1 method="wB97M-V/def2-TZVPD" gap_ev="3.004 / 2.955" charge=-1 spin_multiplicity=5
P -14.990 24.426 15.917 -0.013
H -13.812 26.766 19.588 0.000
H -15.799 22.796 19.855 0.000
O -14.447 25.657 16.648 0.131
O -13.478 24.346 19.172 0.012
O -17.978 22.799 17.421 0.000
O -16.349 23.552 19.651 0.031
H -17.093 23.098 17.213 0.001
H -13.216 24.310 20.092 0.005
O -13.801 23.865 15.192 0.010
H -14.999 27.661 19.301 0.003
H -17.117 23.181 19.217 -0.002
O -15.498 23.512 17.015 0.076
H -17.333 26.012 16.776 -0.002
H -17.271 26.892 18.007 0.002
H -17.956 21.855 17.260 0.000
O -15.829 24.713 14.656 0.004
O -14.744 26.741 19.372 0.016
H -12.767 23.908 18.703 -0.002
Fe -15.305 24.960 18.381 3.712
O -17.042 26.019 17.688 0.017



*x*
21
Properties=species:S:1:pos:R:3:mulliken_spin:R:1 method="wB97M-V/def2-TZVPD" gap_ev="2.792 / 2.755" charge=-1 spin_multiplicity=5
O 1.080 1.401 0.356 0.014
O 1.368 -0.170 -2.126 0.015
H -1.210 -1.788 -2.383 0.007
H -2.133 1.186 -1.660 0.001
O -1.645 1.825 1.974 0.000
H 2.031 1.472 0.280 -0.001
H -1.318 2.060 -0.731 -0.002
Fe 0.062 -0.317 -0.385 3.686
H 1.921 -0.844 -2.522 0.001
H -1.379 0.959 1.665 0.003
O -1.449 1.148 -0.992 0.022
O 0.395 -2.901 2.527 0.009
O 1.444 -1.563 0.477 0.090
H -0.904 2.393 1.764 0.000
O -0.642 -0.725 1.351 0.137
H 0.841 2.061 1.008 0.003
H 1.312 0.516 -2.791 0.004
H -0.977 -2.603 -1.128 -0.002
O 1.536 -0.886 2.956 0.009
O -0.963 -1.706 -1.462 0.011
P 0.630 -1.518 1.821 -0.009



Which of them is the most stable? Correct choice: *w*.



*w*
10
Properties=species:S:1:pos:R:3:nbo_charge:R:1 method="wB97M-V/def2-TZVPD" gap_ev=10.700
N 0.005 0.635 0.345 -0.657
C 1.286 0.009 -0.345 0.687
H 0.225 0.675 1.291 0.360
H -1.955 0.236 0.770 0.211
C -1.244 -0.001 0.019 -0.426
H -1.644 0.203 -0.883 0.190
H -1.361 -1.160 0.042 0.160
F 2.316 0.723 -0.002 -0.307
F 1.496 -1.211 0.138 -0.346
H 0.876 -0.108 -1.374 0.127



*x*
10
Properties=species:S:1:pos:R:3:nbo_charge:R:1 method="wB97M-V/def2-TZVPD" gap_ev="10.119 / 8.912"
H 1.507 1.422 -0.065 0.172
H -1.895 -1.275 1.484 0.142
C 1.466 0.511 -0.715 -0.489
F -2.299 0.718 0.658 -0.363
H 0.583 0.753 -1.271 0.229
C -1.804 -0.600 0.583 0.540
N 1.213 -0.556 0.126 -0.430
H 0.832 -0.271 0.963 0.292
H 2.395 0.362 -1.162 0.209
F -1.998 -1.064 -0.600 -0.302



Which of them is the most stable? Correct choice: *w*.



*w*
60
Properties=species:S:1:pos:R:3:nbo_charge:R:1 method="wB97M-V/def2-TZVPD" gap_ev=9.014
H 3.137 1.923 2.148 0.482
H -6.721 -2.395 3.947 0.210
C -4.179 -1.254 0.777 -0.118
C 3.842 0.837 -2.387 -0.229
H 1.751 3.277 0.041 0.188
H -1.356 0.709 0.536 0.225
H -8.146 -2.180 2.900 0.205
H 6.183 0.416 3.745 0.217
H -0.478 0.650 -4.716 0.481
N -6.304 -1.665 2.024 -0.612
C -1.643 0.605 -0.503 -0.207
H 3.267 3.867 0.734 0.170
C -7.182 -1.758 3.189 -0.410
C -5.024 -1.282 2.070 0.659
C 7.446 1.726 1.693 -0.626
C -3.351 0.200 -2.196 -0.199
C 2.666 2.970 0.557 -0.074
H 6.249 -1.185 0.484 0.220
C -4.025 0.182 0.249 -0.429
H 0.356 0.939 -1.256 0.218
C 4.569 1.331 0.259 0.351
O -0.102 0.749 -3.841 -0.672
O 2.333 2.355 1.800 -0.724
H -6.786 -3.176 -2.559 0.245
O 5.060 1.449 1.530 -0.532
C 3.453 1.993 -0.276 -0.117
H 5.527 -0.520 -2.427 0.211
C -5.807 -3.249 -2.086 -0.708
H 5.446 -0.886 2.789 0.217
H -5.682 -4.245 -1.665 0.229
H 3.553 0.643 -3.415 0.217
H -7.334 -0.764 3.614 0.204
C -0.673 0.741 -1.513 -0.218
O -6.680 -1.502 -0.748 -0.663
H -6.706 -1.813 1.105 0.425
H 7.465 2.366 0.805 0.217
H -3.184 -1.563 1.096 0.235
C -2.983 0.335 -0.843 -0.049
H 7.319 2.363 2.574 0.218
O -4.486 -0.971 3.129 -0.644
H 8.408 1.212 1.772 0.213
H 7.215 -0.761 2.903 0.216
H -5.030 -3.056 -2.823 0.227
C 6.409 -0.118 0.303 -0.441
C 3.099 1.740 -1.613 -0.193
C -2.383 0.332 -3.210 -0.284
H 7.376 0.009 -0.194 0.224
H -4.988 0.535 -0.122 0.229
H -2.671 0.236 -4.245 0.204
N -4.565 -2.168 -0.319 -0.605
H -3.748 0.832 1.081 0.237
C 4.949 0.183 -1.835 -0.189
C 6.298 0.715 1.599 0.262
C 5.300 0.444 -0.508 -0.094
H -3.845 -2.799 -0.632 0.404
C 6.286 -0.186 2.837 -0.620
C -5.720 -2.223 -0.982 0.682
C -1.040 0.608 -2.868 0.285
H 2.243 2.238 -2.060 0.219
H -4.384 0.007 -2.452 0.216



*x*
60
Properties=species:S:1:pos:R:3:nbo_charge:R:1 method="wB97M-V/def2-TZVPD" gap_ev=8.736
H 3.268 2.623 0.749 0.244
O 0.258 0.037 -1.290 -0.665
C 4.008 -2.256 0.125 -0.423
H 4.297 -3.062 -0.555 0.217
C -4.765 3.614 0.292 -0.251
C -3.211 -3.330 -0.733 -0.251
C 2.034 -1.440 1.530 -0.057
H -2.485 2.679 -0.210 0.213
C 5.344 1.234 -0.513 -0.219
H 3.608 0.780 -3.370 0.215
C 2.236 2.325 0.951 -0.503
O -5.120 2.258 0.203 -0.478
H -0.504 2.583 0.380 0.397
N 2.030 -0.108 0.962 -0.654
C 1.455 2.376 -0.360 -0.240
H 4.606 -2.350 1.033 0.209
H 5.499 -0.190 1.072 0.208
C -1.895 0.631 -0.494 -0.139
H -2.745 -3.189 -1.713 0.181
C 5.087 0.017 0.095 -0.172
H -2.433 -3.403 0.034 0.180
C 3.774 -0.647 -1.789 -0.222
C -0.447 0.856 -0.710 0.681
O 2.649 0.948 2.852 -0.653
C 0.626 -1.802 2.011 -0.602
N 0.065 2.003 -0.213 -0.604
H 2.713 -1.417 2.391 0.222
H 2.380 -3.448 0.864 0.211
H -0.070 -1.775 1.175 0.199
C -3.675 -1.013 -0.383 0.231
H 1.898 1.711 -1.105 0.241
H -7.643 -1.127 0.190 0.189
H -4.061 3.796 1.111 0.173
C -2.806 1.650 -0.230 -0.293
C -2.342 -0.680 -0.580 -0.262
H 1.826 3.046 1.664 0.222
C 2.527 -2.436 0.481 -0.392
H 1.915 -2.321 -0.416 0.205
C 4.811 1.515 -1.759 -0.242
C 2.311 0.985 1.683 0.689
H -6.486 -1.782 -0.995 0.182
O -5.932 -0.113 0.113 -0.490
C 4.025 0.570 -2.396 -0.211
H 5.010 2.466 -2.233 0.212
H 0.615 -2.796 2.452 0.204
H -1.609 -1.435 -0.812 0.243
H 3.162 -1.379 -2.295 0.213
C -4.599 0.007 -0.109 0.293
H -4.338 3.985 -0.646 0.174
H 0.298 -1.085 2.760 0.221
H -6.237 -2.071 0.744 0.184
H -3.796 -4.248 -0.740 0.200
H 1.498 3.400 -0.752 0.203
C -4.142 1.343 -0.047 0.268
H 1.668 -0.046 0.019 0.435
O -4.131 -2.306 -0.442 -0.508
C 4.296 -0.935 -0.532 -0.007
H 5.965 1.963 -0.012 0.212
C -6.594 -1.353 0.003 -0.239
H -5.693 4.145 0.496 0.204



Which of them is the most stable? Correct choice: *w*.